[1]
Computed, not measured: a structure of composition C14H21CoN2O2S4, with ωB97M-V with the def2-TZVPD basis set.

The geometry in ORCA input format:
```
! RIJCOSX wB97M-V def2-TZVPD def2/J DEFGRID3
* xyz 2 1
C -1.00 -0.34 -5.90
C -1.09 0.04 3.10
C 1.64 -0.65 2.63
N -0.13 1.67 -1.74
H -2.42 -2.28 2.15
H -2.25 1.78 2.54
C -0.82 0.73 -3.79
Co -0.27 -0.30 0.02
C 2.59 -0.80 1.46
S 0.32 0.44 2.05
C -1.50 0.84 -6.43
H -3.67 -1.22 -0.48
H -3.25 -3.22 0.91
H -0.93 0.44 4.10
S 1.77 -1.29 -0.08
C -2.66 -2.32 1.09
O 0.06 1.46 -0.47
C 0.10 -3.33 1.00
H 1.33 -3.50 -0.77
H 2.25 -3.50 0.72
C 1.39 -3.06 0.22
S -2.39 0.41 0.62
C -1.32 1.92 -4.29
H -4.32 -0.92 1.12
H -1.77 0.88 -7.48
H -0.12 -4.40 0.98
H -3.23 0.36 2.87
H -1.43 2.79 -3.66
C -1.65 1.96 -5.64
H -0.87 -1.21 -6.53
C -2.29 0.70 2.43
H 0.13 -3.01 2.03
C -3.39 -1.10 0.57
H 3.05 0.16 1.21
H -2.04 2.88 -6.06
N -0.47 0.66 -2.39
H -0.26 -1.32 -4.13
H 3.40 -1.50 1.66
O -0.49 -0.56 -1.80
H -1.18 -1.04 3.17
C -0.65 -0.41 -4.56
S -1.16 -2.41 0.09
H 1.21 -1.60 2.96
H 2.14 -0.19 3.48
*
```

The calculation puts the LUMO energy at -7.610 eV.

Okay, here come the natural (NBO) numbers, in e, for every atom: -0.19, -0.54, -0.54, 0.22, 0.23, 0.28, 0.13, 0.68, -0.56, 0.47, -0.16, 0.27, 0.28, 0.28, 0.47, -0.54, -0.50, -0.54, 0.27, 0.27, -0.55, 0.45, -0.22, 0.27, 0.24, 0.28, 0.27, 0.25, -0.18, 0.24, -0.55, 0.22, -0.55, 0.27, 0.24, 0.17, 0.24, 0.28, -0.57, 0.22, -0.23, 0.44, 0.23, 0.28

***

[2]
Computed, not measured: a cluster of 3 separate species, C12H30IN2O4 in total, with ωB97M-V with the def2-TZVPD basis set.

The geometry in ORCA input format:
```
! RIJCOSX wB97M-V def2-TZVPD def2/J DEFGRID3
* xyz 0 2
I -30.85 -7.74 31.89
H -32.94 -10.10 35.13
H -33.48 -2.20 32.15
H -32.51 -7.01 27.58
H -33.51 -8.45 34.83
C -33.61 -5.22 29.04
C -30.70 -3.19 26.82
H -30.81 -6.62 27.85
H -31.40 -2.63 26.20
H -33.81 -6.71 36.20
N -31.05 -7.24 35.51
H -35.08 -4.40 34.84
H -31.01 -9.03 36.53
C -34.50 -5.12 34.26
H -33.90 -4.73 28.11
H -34.17 -6.14 29.16
H -34.97 -6.10 34.22
C -33.84 -2.08 31.13
H -31.79 -6.00 29.80
H -34.58 -4.83 33.21
O -33.41 -9.09 36.85
H -31.38 -6.95 34.60
H -34.93 -2.06 31.12
H -32.70 -4.62 26.43
H -31.11 -5.36 36.33
H -30.94 -9.23 34.83
H -33.57 -4.78 31.22
H -31.69 -6.62 37.41
O -30.65 -4.49 26.24
N -32.18 -5.54 28.99
H -31.13 -3.16 27.82
O -33.19 -5.29 34.67
C -33.90 -4.28 30.31
O -33.40 -2.92 30.10
H -31.94 -5.85 25.59
H -35.46 -9.29 36.58
H -34.62 -10.83 36.84
C -31.81 -6.19 27.74
C -34.64 -9.77 37.11
H -34.89 -9.70 38.17
C -31.79 -5.23 26.48
H -33.44 -5.07 36.63
C -33.13 -5.89 35.98
C -31.46 -8.66 35.61
C -31.69 -6.28 36.37
H -29.71 -2.73 26.83
H -34.98 -4.31 30.50
C -32.94 -9.08 35.51
H -33.52 -1.11 30.75
*
```

The calculation puts the LUMO energy (spin up / spin down) at 0.603 / -3.530 eV.

Okay, here come the natural (NBO) numbers, in e, for every atom: 0.00, 0.17, 0.17, 0.16, 0.17, -0.23, -0.26, 0.21, 0.16, 0.18, -0.61, 0.17, 0.21, -0.24, 0.20, 0.16, 0.16, -0.25, 0.37, 0.18, -0.56, 0.34, 0.16, 0.16, 0.20, 0.20, 0.17, 0.20, -0.54, -0.65, 0.19, -0.55, -0.07, -0.53, 0.18, 0.16, 0.17, -0.24, -0.25, 0.19, -0.07, 0.17, -0.10, -0.25, -0.24, 0.19, 0.16, -0.09, 0.19

***

[3]
Computed, not measured: a cluster of 2 separate species, Cl2HNS in total, with ωB97M-V with the def2-TZVPD basis set.

The geometry in ORCA input format:
```
! RIJCOSX wB97M-V def2-TZVPD def2/J DEFGRID3
* xyz 0 1
Cl 1.36 1.48 -0.35
Cl 1.45 -1.18 -1.36
S -2.05 -0.39 0.37
N 0.97 -0.14 -0.12
H -1.73 0.22 1.46
*
```

The calculation puts the LUMO energy (spin up / spin down) at -1.650 / -2.214 eV.

Okay, here come the natural (NBO) numbers, in e, for every atom: 0.20, 0.19, -0.08, -0.38, 0.08

***

[4]
Computed, not measured: the ion C5H9O2S with charge -1, with ωB97M-V with the def2-TZVPD basis set.

The geometry in ORCA input format:
```
! RIJCOSX wB97M-V def2-TZVPD def2/J DEFGRID3
* xyz -1 1
S -0.10 2.08 -0.89
H -1.14 -1.55 1.07
H -0.60 3.56 0.75
C -0.34 2.48 0.79
C -0.82 -1.16 0.10
O -0.23 -3.55 0.21
H 2.03 0.76 -0.84
H -1.29 1.86 1.15
C 0.47 -0.40 0.32
H 0.41 0.04 1.26
H 0.51 2.48 1.47
O 0.00 -2.61 -1.82
H -1.50 -0.69 -0.67
H 1.36 -1.08 0.40
H 0.75 -0.06 -1.80
C -0.38 -2.63 -0.67
C 0.88 0.47 -0.81
*
```

The calculation puts the LUMO energy at 3.072 eV.

Okay, here come the natural (NBO) numbers, in e, for every atom: 0.15, 0.22, 0.22, -0.80, -0.58, -0.82, 0.19, 0.22, -0.44, 0.19, 0.21, -0.76, 0.21, 0.22, 0.26, 0.80, -0.49

***

[5]
Computed, not measured: a cluster of 2 separate species, C5H18N3 in total, with ωB97M-V with the def2-TZVPD basis set.

The geometry in ORCA input format:
```
! RIJCOSX wB97M-V def2-TZVPD def2/J DEFGRID3
* xyz 1 1
H 1.91 -3.66 1.48
H 0.25 2.05 -0.47
H -0.58 -1.83 -0.43
H 3.18 -2.49 1.20
H -0.26 -3.30 0.53
C -0.81 2.05 -0.20
C 2.12 -2.59 1.41
C 1.72 -0.64 0.11
H -0.42 0.95 1.58
N -1.57 3.02 -2.27
H 1.90 -2.10 2.37
N 1.37 -2.03 0.29
H -2.30 2.99 -2.97
H -1.42 0.91 -1.91
H -0.68 3.01 -2.76
N -1.04 0.92 0.78
H -2.00 0.98 1.13
H 2.78 -0.52 -0.12
H -1.03 2.98 0.31
C -0.04 -2.24 0.42
H 1.50 -0.07 1.03
H -0.85 0.02 0.33
H 1.14 -0.18 -0.70
H -0.43 -1.85 1.40
C -1.70 1.85 -1.41
H -2.75 1.78 -1.12
*
```

The calculation puts the LUMO energy at -3.338 eV.

Okay, here come the natural (NBO) numbers, in e, for every atom: 0.22, 0.23, 0.18, 0.22, 0.24, -0.23, -0.42, -0.41, 0.45, -0.81, 0.17, -0.42, 0.38, 0.18, 0.37, -0.69, 0.44, 0.24, 0.24, -0.43, 0.12, 0.46, 0.17, 0.14, -0.24, 0.21

***

[6]
Computed, not measured: the molecule C3H6N2O, with ωB97M-V with the def2-TZVPD basis set.

The geometry in ORCA input format:
```
! RIJCOSX wB97M-V def2-TZVPD def2/J DEFGRID3
* xyz 0 1
H 2.35 -1.76 -0.08
H 1.25 -0.29 -1.47
H -0.39 2.46 -0.29
C -0.07 0.32 0.09
O 1.53 -1.39 0.27
N -1.13 -0.52 0.38
C -0.72 1.52 0.14
C 1.26 -0.15 -0.37
N -2.15 0.39 0.20
H -2.81 0.33 0.99
H 2.02 0.60 -0.13
H -1.15 -1.52 0.27
*
```

The calculation puts the LUMO energy at 0.735 eV.

Okay, here come the natural (NBO) numbers, in e, for every atom: 0.47, 0.18, 0.21, 0.10, -0.72, -0.45, -0.18, -0.10, -0.44, 0.34, 0.18, 0.40

***

For reference, largest force on an atom by record: 0.824 3.032 1.761 4.751 0.994 3.118 eV/A.
For reference, energy above the lowest of the compared OMol25 structures with the same formula, charge and spin by record: 8.59 0.00 319.81 119.08 158.95 526.92 kJ/mol.